# 1
Below is a cluster of 10 separate species, C20H60O10 in total, with properties calculated with ωB97M-V/def2-TZVPD.

Last column: Mulliken charge in e.
Element x y z (Å)
C: 21.374620 9.432580 -3.524050  -0.230
C: 20.799070 8.028160 -3.282800  0.017
O: 19.778710 7.839580 -4.218710  0.039
H: 22.017570 9.390580 -4.403220  0.092
H: 22.020350 9.748620 -2.704750  -0.026
H: 20.595640 10.173440 -3.704150  0.251
H: 20.437130 7.869130 -2.267020  0.263
H: 21.622010 7.327620 -3.424640  -0.222
H: 20.188950 7.628080 -5.060480  -0.270
C: 23.780560 5.286930 -5.085480  -0.711
C: 24.081110 4.608400 -3.829390  -0.406
O: 24.662640 5.550250 -2.998100  -0.515
H: 22.979490 6.018830 -4.982030  -0.124
H: 23.488100 4.539090 -5.822580  0.444
H: 24.636400 5.821190 -5.498050  0.402
H: 24.809620 3.802790 -3.920850  0.374
H: 23.186950 4.183450 -3.373320  0.280
H: 24.762770 5.114980 -2.148320  0.259
C: 22.972090 7.711550 -7.751270  -1.332
C: 21.446080 7.775020 -7.771030  0.260
O: 20.980480 6.884040 -6.769010  -0.175
H: 23.359990 6.730220 -8.024440  0.396
H: 23.435180 8.003390 -6.808670  0.181
H: 23.271540 8.461100 -8.483800  0.443
H: 21.015630 7.464130 -8.722950  0.178
H: 21.087260 8.758560 -7.467690  -0.029
H: 20.974930 5.971560 -7.067280  0.152
C: 22.177020 9.693110 0.870330  -0.466
C: 21.429600 8.572510 1.639240  -0.350
O: 20.523360 9.125840 2.583370  -0.520
H: 23.022790 9.359850 0.268900  0.022
H: 22.440830 10.390920 1.665050  0.361
H: 21.491800 10.207280 0.196390  -0.035
H: 22.060830 7.825330 2.120250  0.414
H: 20.828310 7.993030 0.938710  0.216
H: 20.082710 8.444820 3.096830  0.281
C: 18.753620 11.490530 0.866550  -1.303
C: 18.342260 10.825990 -0.415400  0.309
O: 18.583850 11.781530 -1.451490  -0.580
H: 18.598740 10.876180 1.753500  0.315
H: 18.222590 12.415900 1.089720  0.380
H: 19.816050 11.728750 0.815610  0.264
H: 17.284370 10.568460 -0.466760  0.350
H: 18.872890 9.883000 -0.546950  -0.036
H: 18.499240 11.304790 -2.280440  0.357
C: 21.567650 11.996510 -6.260160  -0.644
C: 22.560490 12.064100 -7.396810  -0.303
O: 21.859460 12.394960 -8.548120  -0.532
H: 21.027670 11.049690 -6.267810  -0.111
H: 20.888800 12.846400 -6.189740  0.443
H: 22.117100 12.010340 -5.318880  0.262
H: 23.021530 11.076590 -7.377680  0.206
H: 23.251780 12.897060 -7.268770  0.396
H: 22.493250 12.367460 -9.268640  0.300
C: 18.331560 4.802680 -4.756870  -0.653
C: 19.610390 4.213890 -4.151780  0.120
O: 20.040610 3.198450 -5.010150  -0.566
H: 18.516340 5.394790 -5.653170  0.025
H: 18.029060 5.482950 -3.960730  0.174
H: 17.481590 4.135350 -4.899380  0.446
H: 19.518520 3.733170 -3.177830  0.450
H: 20.362240 4.997870 -4.061180  -0.314
H: 19.457370 2.448080 -4.874610  0.307
C: 16.896660 11.804000 -4.512480  -1.541
C: 17.451230 10.414710 -4.695300  0.551
O: 17.858330 9.885010 -3.430550  -0.555
H: 16.555450 12.157800 -5.485370  0.472
H: 17.629440 12.548170 -4.200510  0.352
H: 16.023190 11.823680 -3.860740  0.293
H: 18.273700 10.523200 -5.402320  -0.161
H: 16.792540 9.772210 -5.279600  0.269
H: 18.462420 9.140770 -3.483300  0.203
C: 17.690560 8.422090 -7.667920  -0.347
C: 17.979400 8.039320 -9.094810  -0.316
O: 18.030660 9.152150 -9.958270  -0.545
H: 18.608800 8.793200 -7.212720  -0.104
H: 17.336690 7.553020 -7.113310  0.231
H: 16.898950 9.163460 -7.559140  0.419
H: 17.252380 7.320020 -9.471830  0.365
H: 18.928320 7.503050 -9.102850  -0.022
H: 18.945470 9.443230 -9.960860  0.330
C: 24.847560 10.219750 -1.923720  -1.039
C: 24.791230 8.679490 -2.033680  -0.161
O: 24.731230 8.338200 -3.430460  -0.505
H: 25.884520 10.512110 -2.089100  0.378
H: 24.479570 10.526830 -0.944750  0.298
H: 24.217570 10.647290 -2.703730  0.181
H: 23.929170 8.241430 -1.530620  0.117
H: 25.610420 8.242310 -1.462810  0.489
H: 24.789430 7.381670 -3.373350  0.373

Cartesian forces (eV/Å) of the 2 atoms listed first:
0.4032 -0.3264 0.4080
1.1586 1.1954 -0.0621

Output
Energy (eV): -42184.8334
SMILES: CCO.CCO.CCO.CCO.CCO.CCO.CCO.CCO.CCO.CCO
Strongest force on any atom (Eh/bohr): 0.040
ΔE to the lowest compared entry with this formula, charge and spin (kJ/mol): 189.6
LUMO level (hartree): 0.011



# 2
Below is a cluster of 10 separate species, C20H60O10 in total, with properties calculated with ωB97M-V/def2-TZVPD.

Last column: Mulliken charge in e.
Element x y z (Å)
C: 1.563840 -4.222259 -2.478377  -1.630
C: 1.526049 -3.098351 -1.444424  1.935
C: 2.058692 -3.515840 -0.084877  -1.537
O: 2.282010 -1.986653 -1.920787  -0.490
H: 1.409124 -3.867367 -3.494242  0.392
H: 0.799322 -4.974949 -2.261552  0.386
H: 2.516920 -4.744659 -2.357389  0.394
H: 0.484990 -2.753966 -1.369870  -0.657
H: 3.107633 -3.789633 -0.212160  0.517
H: 1.434277 -4.285145 0.362045  0.318
H: 2.055476 -2.676689 0.613501  0.132
H: 1.921831 -1.774545 -2.808607  0.223
C: -4.042447 -0.052108 -1.384783  -0.251
C: -5.100016 -0.558145 -0.437376  -0.395
O: -5.353231 -1.952228 -0.683607  -0.601
H: -3.157368 -0.683425 -1.456811  -0.253
H: -3.684174 0.953958 -1.159777  0.031
H: -4.479798 0.019546 -2.386428  0.460
H: -6.026077 0.022968 -0.462924  0.470
H: -4.728164 -0.436135 0.588776  0.207
H: -6.229206 -2.187584 -0.368417  0.296
C: 0.107593 2.391360 4.846214  -0.917
C: 1.153146 3.040761 3.944023  -0.264
O: 0.967226 2.482681 2.641192  -0.445
H: 0.182411 2.721743 5.880449  0.385
H: 0.316740 1.319066 4.871783  0.224
H: -0.886652 2.538231 4.427873  0.135
H: 2.141780 2.786021 4.329409  0.294
H: 0.989314 4.120165 3.930460  0.372
H: 1.692402 2.775763 2.076113  0.161
C: -1.185347 -3.251069 1.695477  -1.119
C: -2.234215 -2.541224 0.883948  1.095
O: -3.242665 -3.450279 0.472433  -0.696
H: -1.619191 -3.786708 2.540710  0.448
H: -0.441046 -2.564775 2.108043  0.096
H: -0.627356 -3.971814 1.095645  0.179
H: -1.799728 -2.097367 -0.023880  -0.439
H: -2.678567 -1.736341 1.480428  0.088
H: -3.957962 -2.881865 0.123172  0.431
C: 3.535719 -0.492041 2.983969  -0.694
C: 2.205681 -0.834678 3.666336  0.462
O: 2.327364 -0.999992 5.068021  -0.568
H: 3.342312 -0.516166 1.908982  -0.083
H: 4.373444 -1.135110 3.252377  0.444
H: 3.835751 0.532127 3.215633  0.234
H: 1.786882 -1.707616 3.146348  0.094
H: 1.486621 -0.043195 3.441953  -0.295
H: 2.819302 -1.821805 5.177531  0.339
C: 3.969968 1.355652 -2.244616  -0.366
C: 5.139217 1.383153 -1.286948  -0.477
O: 4.699266 0.832866 -0.022173  -0.448
H: 3.191762 1.934247 -1.744857  0.024
H: 3.627338 0.334763 -2.408429  0.001
H: 4.225496 1.836757 -3.190542  0.440
H: 5.452727 2.387948 -1.007140  0.295
H: 5.995228 0.806923 -1.648833  0.285
H: 4.528705 -0.103883 -0.181608  0.264
C: -1.136741 -1.321819 -3.558338  -0.356
C: -0.233534 -0.765918 -4.633713  -0.462
O: 1.149416 -1.013961 -4.300028  -0.411
H: -0.956987 -2.387860 -3.418167  0.246
H: -2.178112 -1.195741 -3.865959  0.450
H: -1.070190 -0.814832 -2.598542  -0.321
H: -0.383070 0.304012 -4.788195  0.253
H: -0.456528 -1.361057 -5.524342  0.406
H: 1.641873 -1.037704 -5.125499  0.214
C: 0.355505 0.962769 -0.916678  -0.147
C: 0.390038 0.020301 0.276672  2.173
O: -0.385486 0.479930 1.359403  -0.139
H: 0.604685 1.969410 -0.577197  0.042
H: -0.658812 1.003538 -1.310894  -0.168
H: 1.042552 0.567257 -1.659673  -0.045
H: 1.428130 -0.148875 0.583468  -0.777
H: -0.054660 -0.933850 -0.011668  -1.147
H: 0.026465 1.296732 1.716387  0.179
C: -1.204160 4.167293 -0.645963  -0.565
C: -1.971357 4.202929 -1.934984  -0.263
O: -1.666600 5.315067 -2.771421  -0.569
H: -1.427856 5.013169 0.008975  0.394
H: -0.119641 4.153621 -0.771039  0.287
H: -1.492253 3.283498 -0.072044  -0.073
H: -3.048897 4.170975 -1.765677  0.299
H: -1.773820 3.324894 -2.569960  0.197
H: -0.725977 5.342506 -2.960558  0.312
C: -3.476406 2.017552 1.911351  -0.496
O: -3.036401 0.697420 2.130785  -0.516
H: -4.459531 2.048129 2.384442  0.358
H: -2.831495 2.737100 2.427088  0.212
H: -3.571058 2.249614 0.845718  0.025
H: -2.099468 0.572770 1.894872  0.488

Cartesian forces (eV/Å) of the 2 atoms listed first:
0.0846 -0.6015 0.9113
-0.5482 0.3075 -0.5139

Output
Energy (eV): -42186.0281
SMILES: CC(C)O.CCO.CCO.CCO.CCO.CCO.CCO.CCO.CCO.CO
Strongest force on any atom (Eh/bohr): 0.026
ΔE to the lowest compared entry with this formula, charge and spin (kJ/mol): 74.3
LUMO level (hartree): 0.013



Question: strongest force on any atom of number 1 (C20H60O10)?
Answer: 0.040 Eh/bohr